No. 1
ORCA calculation (ωB97M-V/def2-TZVPD) on a 12-piece molecular cluster, C48H132N12O12 overall in a non-equilibrium geometry.

Geometry (Å):
C1 -20.85 -22.19 10.20
O1 -19.86 -22.98 10.83
C2 -20.15 -24.34 11.14
C3 -19.05 -24.91 11.98
C4 -18.96 -24.23 13.35
N1 -17.76 -24.75 11.32
H1 -20.57 -21.07 10.19
H2 -21.78 -22.29 10.72
H3 -20.96 -22.62 9.15
H4 -21.12 -24.41 11.64
H5 -20.23 -24.88 10.20
H6 -19.30 -26.00 12.05
H7 -18.21 -24.78 13.95
H8 -19.90 -24.22 13.91
H9 -18.60 -23.23 13.17
H10 -17.81 -25.17 10.40
H11 -17.65 -23.72 11.18
C5 -14.89 -22.48 12.54
O2 -15.80 -21.55 12.02
C6 -16.37 -20.65 13.02
C7 -17.56 -19.78 12.48
C8 -17.94 -18.76 13.49
N2 -18.75 -20.46 11.99
H12 -14.06 -21.97 13.11
H13 -14.53 -23.07 11.68
H14 -15.39 -23.24 13.22
H15 -16.82 -21.21 13.84
H16 -15.61 -20.08 13.51
H17 -17.18 -19.28 11.65
H18 -18.67 -18.05 13.09
H19 -17.05 -18.28 13.82
H20 -18.41 -19.10 14.36
H21 -19.49 -20.73 12.65
H22 -18.54 -21.37 11.55
C9 -12.64 -27.13 12.91
O3 -12.77 -26.47 11.63
C10 -12.67 -27.36 10.52
C11 -13.99 -27.95 10.02
C12 -13.73 -29.01 8.97
N3 -14.92 -26.94 9.47
H23 -13.58 -27.66 12.97
H24 -12.61 -26.30 13.62
H25 -11.71 -27.61 12.92
H26 -12.23 -26.89 9.66
H27 -11.99 -28.24 10.68
H28 -14.45 -28.45 10.90
H29 -14.71 -29.47 8.73
H30 -12.98 -29.69 9.36
H31 -13.26 -28.53 8.07
H32 -15.00 -26.10 10.12
H33 -14.50 -26.63 8.57
C13 -10.94 -15.75 12.08
O4 -12.01 -16.74 11.99
C14 -12.99 -16.28 11.06
C15 -14.18 -17.23 11.10
C16 -14.01 -18.53 10.42
N4 -15.31 -16.53 10.41
H34 -10.04 -16.23 12.52
H35 -11.27 -14.93 12.74
H36 -10.66 -15.25 11.10
H37 -13.33 -15.25 11.38
H38 -12.51 -16.21 10.06
H39 -14.48 -17.44 12.12
H40 -13.90 -18.42 9.33
H41 -14.90 -19.13 10.55
H42 -13.14 -19.01 10.84
H43 -15.80 -15.90 11.09
H44 -16.05 -17.17 10.09
C17 -17.86 -28.65 4.26
O5 -18.59 -28.04 5.31
C18 -17.80 -26.97 5.90
C19 -18.63 -26.39 7.15
C20 -19.73 -25.46 6.77
N5 -17.76 -25.69 8.08
H45 -17.72 -27.91 3.45
H46 -18.39 -29.56 4.00
H47 -16.79 -28.94 4.58
H48 -16.88 -27.45 6.29
H49 -17.51 -26.19 5.13
H50 -19.02 -27.31 7.60
H51 -20.41 -25.31 7.60
H52 -20.31 -25.79 5.90
H53 -19.24 -24.50 6.48
H54 -17.08 -25.09 7.54
H55 -17.17 -26.42 8.62
C21 -11.00 -20.99 8.21
O6 -11.16 -20.61 6.86
C22 -11.68 -19.32 6.68
C23 -11.86 -19.14 5.14
C24 -10.63 -19.06 4.29
N6 -12.57 -17.93 4.89
H56 -11.96 -20.93 8.77
H57 -10.31 -20.39 8.77
H58 -10.54 -21.98 8.21
H59 -12.67 -19.32 7.20
H60 -10.99 -18.49 6.98
H61 -12.60 -19.87 4.85
H62 -10.14 -20.05 4.44
H63 -10.01 -18.26 4.63
H64 -10.90 -18.85 3.27
H65 -13.33 -17.92 5.55
H66 -11.95 -17.18 5.13
C25 -9.95 -25.01 8.85
O7 -8.54 -24.80 8.78
C26 -7.89 -24.28 9.87
C27 -8.26 -22.79 9.97
C28 -7.65 -21.93 8.81
N7 -7.69 -22.37 11.25
H67 -10.25 -25.48 7.91
H68 -10.61 -24.13 9.00
H69 -10.23 -25.70 9.68
H70 -8.13 -24.77 10.85
H71 -6.90 -24.42 9.66
H72 -9.37 -22.72 9.92
H73 -8.28 -21.92 7.98
H74 -6.55 -22.09 8.70
H75 -7.74 -20.88 9.09
H76 -8.16 -22.63 12.09
H77 -7.73 -21.34 11.27
C29 -19.22 -21.38 5.77
O8 -20.30 -21.89 6.55
C30 -21.51 -22.19 5.80
C31 -22.19 -20.91 5.33
C32 -22.80 -20.04 6.41
N8 -23.30 -21.31 4.51
H78 -19.47 -20.38 5.38
H79 -18.96 -21.92 4.91
H80 -18.37 -21.41 6.46
H81 -21.22 -22.86 4.97
H82 -22.23 -22.65 6.50
H83 -21.52 -20.34 4.74
H84 -23.38 -19.32 5.87
H85 -22.02 -19.58 7.05
H86 -23.48 -20.64 7.02
H87 -23.03 -21.87 3.71
H88 -23.81 -20.52 4.20
C33 -17.65 -21.74 9.11
O9 -16.67 -21.19 8.27
C34 -15.33 -21.59 8.44
C35 -15.16 -23.10 8.16
C36 -13.78 -23.55 8.25
N9 -15.74 -23.56 6.91
H89 -18.62 -21.27 8.98
H90 -17.37 -21.56 10.13
H91 -17.76 -22.81 8.92
H92 -14.77 -20.97 7.63
H93 -15.06 -21.36 9.52
H94 -15.77 -23.58 8.96
H95 -13.24 -23.33 9.16
H96 -13.22 -23.04 7.44
H97 -13.61 -24.60 8.20
H98 -15.16 -23.44 6.09
H99 -16.65 -23.14 6.73
C37 -14.43 -21.67 3.89
O10 -13.52 -22.52 4.59
C38 -12.40 -23.04 3.76
C39 -11.76 -24.04 4.69
C40 -10.51 -24.69 4.11
N10 -12.63 -25.05 5.19
H100 -15.31 -21.66 4.48
H101 -14.58 -22.14 2.90
H102 -14.01 -20.69 3.65
H103 -12.79 -23.49 2.82
H104 -11.74 -22.25 3.43
H105 -11.50 -23.51 5.58
H106 -10.71 -25.19 3.12
H107 -10.06 -25.39 4.81
H108 -9.76 -23.94 3.90
H109 -13.46 -24.65 5.56
H110 -12.92 -25.85 4.65
C41 -19.08 -18.34 9.40
O11 -18.20 -17.65 8.50
C42 -17.98 -18.33 7.29
C43 -16.74 -17.86 6.49
C44 -16.64 -18.74 5.29
N11 -15.54 -17.90 7.29
H111 -20.05 -17.80 9.29
H112 -18.80 -18.19 10.42
H113 -19.23 -19.35 9.03
H114 -17.94 -19.43 7.52
H115 -18.86 -18.14 6.58
H116 -16.84 -16.79 6.25
H117 -16.41 -19.80 5.54
H118 -15.88 -18.45 4.50
H119 -17.59 -18.81 4.75
H120 -15.53 -17.18 8.02
H121 -15.52 -18.76 7.87
C45 -11.80 -19.51 14.40
O12 -12.02 -20.91 14.25
C46 -11.48 -21.41 13.03
C47 -11.36 -22.96 13.21
C48 -10.18 -23.33 14.16
N12 -11.14 -23.61 11.91
H122 -12.54 -19.21 15.22
H123 -11.91 -18.97 13.46
H124 -10.79 -19.32 14.83
H125 -12.17 -21.16 12.19
H126 -10.47 -20.98 12.84
H127 -12.25 -23.38 13.67
H128 -10.21 -24.39 14.16
H129 -10.21 -22.89 15.15
H130 -9.32 -23.03 13.60
H131 -11.86 -23.31 11.26
H132 -11.26 -24.62 11.99

Calculated values
HOMO level   -8.75 eV
Kohn-Sham gap   9.36 eV
ΔE to the lowest compared entry with this formula, charge and spin   84.8 kcal per mole
SMILES string   COC[C@H](C)N.COC[C@H](C)N.COC[C@H](C)N.COC[C@H](C)N.COC[C@H](C)N.COC[C@H](C)N.COC[C@H](C)N.COC[C@H](C)N.COC[C@H](C)N.COC[C@H](C)N.COC[C@H](C)N.COC[C@H](C)N
Net charge   0

These are the Mulliken partial charges, in e, on atoms 1 to 8:
1 C -0.769
2 O 0.089
3 C -0.552
4 C 0.125
5 C -1.113
6 N -0.260
7 H 0.021
8 H 0.529

No. 2
ORCA calculation (ωB97M-V/def2-TZVPD) on a 8-piece molecular cluster, C6H29NO7S overall in a non-equilibrium geometry.

Geometry (Å):
C1 1.84 0.67 3.30
N1 1.28 -0.02 1.96
C2 1.88 -1.33 1.85
C3 -0.19 0.05 2.23
C4 -0.66 0.84 1.01
C5 -0.17 2.28 0.87
C6 -0.96 3.17 1.80
S1 -2.78 3.46 1.68
H1 2.10 1.79 3.18
H2 2.88 0.42 3.42
H3 1.34 0.71 4.23
H4 2.76 -1.49 2.44
H5 1.09 -2.20 1.99
H6 2.17 -1.34 0.76
H7 -0.48 0.61 3.15
H8 -0.65 -0.86 2.28
H9 -1.79 0.71 0.90
H10 -0.12 0.22 0.14
H11 -0.23 2.51 -0.21
H12 0.97 2.24 1.02
H13 -0.78 3.02 2.88
H14 -0.62 4.18 1.51
H15 -3.14 2.33 1.04
O1 1.05 -3.16 -2.94
H16 0.46 -2.45 -3.29
H17 1.89 -2.64 -2.81
O2 -0.80 -3.73 -0.98
H18 -0.25 -3.18 -1.49
H19 -1.65 -3.60 -1.31
O3 3.12 1.26 -2.62
H20 2.52 0.97 -3.33
H21 3.36 0.40 -2.43
O4 -2.82 -0.58 -2.71
H22 -2.93 0.22 -2.08
H23 -3.48 -1.17 -2.51
O5 -2.51 -1.91 -0.37
H24 -1.71 -1.69 0.02
H25 -3.14 -1.83 0.27
O6 1.93 -0.71 -1.44
H26 1.01 -0.66 -1.11
H27 2.33 -0.02 -0.80
O7 -1.25 1.00 -4.20
H28 -1.46 1.41 -3.35
H29 -1.40 0.12 -3.94

Calculated values
HOMO level   -9.40 eV
Kohn-Sham gap   9.31 eV
ΔE to the lowest compared entry with this formula, charge and spin   110.7 kcal per mole
SMILES string   CN(C)CCCCS.O.O.O.O.O.O.O
Net charge   0

These are the Mulliken partial charges, in e, on atoms 1 to 8:
1 C -1.204
2 N 0.280
3 C -0.807
4 C -1.139
5 C 1.116
6 C -0.515
7 C -0.775
8 S -0.192